# 1
{"formula": "C6H15N4", "method": "ωB97M-V with the def2-TZVPD basis set", "total_charge": 1, "e_above_lowest_ev": 5.045, "e_lumo_ha": [-0.157, -0.157], "homo_lumo_gap_ev": [7.5, 7.5], "e_homo_ev": [-11.754, -11.754], "total_energy_ev": -12414.1242, "symbols": ["C", "C", "C", "C", "C", "C", "N", "N", "N", "N", "H", "H", "H", "H", "H", "H", "H", "H", "H", "H", "H", "H", "H", "H", "H"], "positions_angstrom": [[-0.51713, -0.53557, -0.86456], [-1.65662, -1.10974, -0.47252], [-0.96580, 1.15267, -2.75666], [-0.68318, 0.47294, 2.09532], [1.96812, -0.40846, 1.47863], [-0.51345, 0.89433, -1.23950], [0.62913, -1.36681, -0.89047], [-2.67018, -1.75850, -0.27363], [-0.44980, -0.83289, 1.59615], [0.77572, -1.26844, 1.61039], [-1.37974, 2.10413, -2.76197], [-1.58097, 0.23173, -3.14364], [-0.05160, 1.11715, -3.34307], [0.03839, 1.24094, 2.05684], [-1.48727, 0.85275, 1.65333], [-0.88703, 0.28026, 3.08730], [2.69232, -1.09092, 1.22414], [2.04122, 0.23045, 0.67698], [2.19774, 0.05284, 2.47117], [0.36839, 1.31401, -1.07614], [-1.44763, 1.38375, -0.72028], [1.37244, -0.76326, -1.22923], [-3.13787, -2.07780, 0.55878], [0.66202, -2.32837, -1.20660], [0.91881, -2.25246, 1.67971]], "atomic_forces_ev_per_a": [[0.40, -1.71, 0.43], [-2.32, -2.02, 1.47], [1.49, -4.13, 0.57], [2.27, -0.68, -0.12], [-0.77, -0.96, 3.56], [-6.66, -0.79, -1.54], [0.24, 1.94, -0.52], [1.65, 1.16, -1.50], [1.93, -2.25, 0.11], [-1.93, 2.85, -0.73], [-1.16, 1.44, -0.60], [0.60, 2.23, 0.79], [-0.03, 0.27, -0.38], [1.55, 0.54, -0.33], [-3.67, 1.37, -1.70], [-0.67, -0.12, 2.48], [2.16, -1.66, -0.02], [-0.96, 1.95, -1.56], [-0.06, -0.14, -1.01], [3.67, 2.28, 1.10], [2.33, -0.67, -0.17], [0.32, -0.91, -0.24], [0.24, 0.30, 0.48], [-0.46, 0.34, -0.27], [-0.16, -0.62, -0.32]], "nbo_charge": [-0.01, 0.48, -0.58, -0.46, -0.46, -0.42, -0.78, -0.56, -0.08, -0.23, 0.22, 0.23, 0.21, 0.20, 0.22, 0.24, 0.23, 0.22, 0.23, 0.21, 0.23, 0.39, 0.43, 0.42, 0.41]}

# 2
{"formula": "C9H10F3GaNO2", "method": "ωB97M-V with the def2-TZVPD basis set", "total_charge": -1, "e_above_lowest_ev": 2.243, "e_lumo_ha": [0.126, 0.126], "homo_lumo_gap_ev": [6.9, 6.9], "e_homo_ev": [-3.447, -3.459], "total_energy_ev": -75606.4404, "symbols": ["C", "C", "C", "C", "C", "Ga", "N", "C", "C", "H", "H", "H", "H", "H", "H", "H", "H", "H", "H", "F", "C", "F", "F", "C", "O", "O"], "positions_angstrom": [[2.60463, 0.21663, -0.37521], [2.10975, 0.11500, -1.72352], [1.26561, -1.05849, -1.81062], [1.26635, -1.70014, -0.50444], [2.10608, -0.91119, 0.37317], [-0.06201, 0.38459, -0.19759], [0.17537, 1.48743, 1.43466], [-0.60417, 2.63189, -0.30248], [-0.21985, 2.08133, -1.56468], [0.85173, -1.48676, -2.71862], [2.34063, 0.78367, -2.54580], [0.91532, -2.70919, -0.30759], [2.39104, -1.19581, 1.37725], [3.29554, 0.96567, -0.00960], [0.64614, 2.51544, -2.08122], [-0.02289, 3.45991, 0.12753], [0.20504, 1.72387, 2.48161], [-0.97693, 1.67299, -2.25268], [-1.66072, 2.57285, 0.00659], [-3.02686, -2.57906, 2.83558], [-2.93476, -1.91060, 1.66120], [-3.15916, -2.78607, 0.63963], [-3.90264, -0.94760, 1.62270], [-1.50849, -1.26607, 1.41068], [-0.60143, -1.32564, 2.22161], [-1.49333, -0.73464, 0.20185]], "atomic_forces_ev_per_a": [[-0.40, -1.55, -1.09], [0.23, -1.29, 1.26], [0.83, 0.54, 1.19], [1.33, 1.29, -0.42], [-0.14, 0.04, -1.82], [2.35, 0.79, 2.06], [-0.30, 0.33, -2.24], [-0.45, 1.67, 1.79], [-0.40, -0.99, 0.67], [-0.12, 0.21, 0.20], [-0.17, 0.00, 0.20], [-0.30, 0.39, 0.13], [-0.31, 0.26, 0.00], [-0.31, 0.03, 0.05], [-0.18, -0.65, 0.51], [-0.60, -0.34, -0.42], [-0.52, -0.64, -2.24], [0.09, 0.41, 0.45], [0.62, 0.21, -0.21], [-0.14, 0.51, -0.94], [0.78, 0.41, -0.37], [-0.38, 0.33, 0.90], [0.48, -1.00, 0.18], [0.76, 0.37, -0.32], [-1.56, -0.36, -0.71], [-1.19, -0.97, 1.21]], "nbo_charge": [-0.33, -0.33, -0.40, -0.38, -0.32, 1.71, -1.37, -0.33, -0.81, 0.21, 0.20, 0.22, 0.22, 0.21, 0.23, 0.23, 0.37, 0.23, 0.21, -0.32, 0.89, -0.33, -0.33, 0.72, -0.56, -0.85]}